Entry 1:
This record from OMol25 describes one molecule with the formula C4H10N2O2 in a non-equilibrium geometry. The level of theory is ωB97M-V with the def2-TZVPD basis set.

SMILES = O=CNCCNCO
Energy above the lowest of the compared OMol25 structures with the same formula, charge and spin = 2.095 eV
Lowest unoccupied orbital energy = 0.84 eV
Orbital gap = 9.89 eV

The geometry in XYZ format:
```
18
Properties=species:S:1:pos:R:3:forces:R:3
O -3.0052 -0.6860 2.3528 -0.19 -0.34 -0.01
C -1.9212 -0.3078 2.7223 0.49 0.65 -0.38
N -1.0304 0.3675 1.9362 0.06 0.02 0.01
C -1.1269 0.4925 0.4936 0.01 -0.81 -0.39
C -0.0733 -0.4175 -0.2590 -0.33 0.92 1.84
N 1.0170 0.4064 -0.7566 -1.18 -0.11 -1.83
C 1.4145 0.1978 -2.1223 1.32 -0.36 0.68
O 2.5368 -0.7251 -2.0882 -0.43 0.01 0.24
H -1.5390 -0.4420 3.7460 -0.10 0.00 0.10
H -0.1764 0.7097 2.3462 -0.09 -0.19 0.23
H -2.1334 0.1878 0.1958 0.06 0.14 0.23
H -0.9615 1.5259 0.1899 -0.03 -0.03 0.01
H -0.6390 -0.9989 -0.9861 0.60 0.18 -0.49
H 0.3136 -1.1106 0.4970 -0.18 -0.22 -0.17
H 1.8076 0.5001 -0.1485 0.20 -0.19 0.12
H 0.6315 -0.2619 -2.7213 -0.36 0.19 0.21
H 1.7389 1.1316 -2.5942 -0.01 -0.04 0.05
H 3.1463 -0.5694 -2.8038 0.16 0.19 -0.46
```
Positions in Å, forces in eV/Å.

natural (NBO) atomic charge list, values in e, 6 entries:
1. O -0.61
2. C 0.53
3. N -0.62
4. C -0.24
5. C -0.23
6. N -0.66

Entry 2:
This record from OMol25 describes C42H66F3N7O4P2SbW as an isolated structure. The level of theory is ωB97M-V with the def2-TZVPD basis set.

2S+1 = 3
Net charge = +3
Energy above the lowest of the compared OMol25 structures with the same formula, charge and spin = 0.000 eV
Lowest unoccupied orbital energy (spin up / spin down) = -8.19 / -9.33 eV
Orbital gap (spin up / spin down) = 7.52 / 6.43 eV

The geometry in XYZ format:
```
126
Properties=species:S:1:pos:R:3:forces:R:3
W -0.6709 -0.8821 0.9769 -0.28 0.24 0.34
C 0.1228 -2.4975 4.4651 -0.01 -0.02 0.01
C 1.0821 -1.7249 3.5730 -0.02 -0.02 -0.03
N 0.9259 -1.9772 2.1079 0.02 -0.17 0.02
C 1.0070 -3.4263 1.7469 -0.01 0.03 -0.02
C 0.6340 -3.5899 0.2887 -0.02 0.03 0.00
N -0.6765 -2.9314 0.0165 -0.06 0.05 -0.07
C -1.7885 -3.8465 0.4301 0.05 0.03 0.02
C -3.1794 -3.4443 -0.0550 -0.02 -0.03 -0.01
C -3.3800 -1.9814 -0.4036 0.01 0.03 0.07
N -2.8828 -0.9482 0.5626 -0.07 -0.01 0.10
C -3.7170 -0.8525 1.7811 -0.02 0.05 -0.08
C -3.2184 -1.8287 2.8039 0.03 -0.03 0.03
N -1.7437 -1.6645 2.9484 0.01 0.07 0.10
C -1.2724 -2.7252 3.8954 0.00 -0.01 -0.07
H 0.0553 -1.9570 5.4105 0.01 0.01 0.00
H 0.5418 -3.4708 4.7225 -0.01 -0.01 -0.01
H 2.1113 -1.9607 3.8504 0.01 -0.01 0.01
H 0.9624 -0.6499 3.7083 0.00 0.02 0.00
H 1.8013 -1.6048 1.7291 0.04 0.08 0.00
H 0.3448 -4.0013 2.3855 -0.01 -0.01 0.01
H 2.0228 -3.7868 1.9193 0.02 -0.02 0.00
H 0.5895 -4.6472 0.0248 0.01 -0.03 0.00
H 1.3879 -3.1277 -0.3439 0.01 0.01 0.01
H -0.7499 -2.7728 -0.9919 0.01 -0.02 -0.03
H -1.7604 -3.8940 1.5148 0.00 -0.01 0.01
H -1.5556 -4.8491 0.0694 0.00 -0.02 -0.02
H -3.9125 -3.7937 0.6727 0.01 0.00 0.02
H -3.4136 -3.9921 -0.9696 0.00 0.00 -0.01
H -4.4409 -1.7865 -0.5673 -0.02 -0.01 -0.01
H -2.8807 -1.7611 -1.3370 0.03 0.02 -0.08
H -3.0557 -0.0792 0.0227 0.03 -0.02 -0.06
H -4.7642 -1.0381 1.5378 -0.03 0.01 0.01
H -3.6493 0.1711 2.1576 0.03 0.01 0.01
H -3.4212 -2.8578 2.5169 0.02 -0.01 -0.02
H -3.6994 -1.6655 3.7696 -0.03 0.00 0.02
H -1.6391 -0.7999 3.4736 0.02 0.00 0.04
H -1.3514 -3.6815 3.3849 0.02 -0.01 -0.02
H -1.9888 -2.7737 4.7165 -0.01 0.00 0.03
F 6.6130 -2.3411 2.8927 0.00 0.00 0.00
C 5.5974 -1.9311 2.1481 0.00 0.01 -0.01
C 5.2869 -2.6308 0.9931 -0.01 -0.01 0.00
C 4.2208 -2.1960 0.2192 0.00 -0.04 -0.01
C 3.4762 -1.0765 0.5948 0.02 0.04 -0.01
C 3.8263 -0.3878 1.7626 0.01 -0.01 0.03
C 4.8879 -0.8085 2.5482 0.00 -0.01 0.00
Sb 1.8311 -0.3403 -0.5364 0.07 0.15 0.05
C 2.3878 1.6845 -0.6146 0.16 0.02 0.10
C 3.7569 1.9562 -0.7125 0.01 -0.02 0.05
C 4.2134 3.2609 -0.7707 -0.02 0.05 -0.01
C 3.2834 4.2891 -0.7327 0.02 -0.03 0.01
F 3.7080 5.5430 -0.7866 0.01 0.02 0.00
C 1.9226 4.0503 -0.6495 0.01 0.02 0.02
C 1.4817 2.7372 -0.5908 -0.13 -0.02 -0.10
C 2.2967 -0.9527 -2.4972 -0.02 0.01 -0.09
C 2.3641 -2.2891 -2.8923 -0.03 -0.05 0.03
C 2.7630 -2.6284 -4.1741 0.01 0.01 -0.01
C 3.0949 -1.6112 -5.0549 0.00 -0.02 0.00
F 3.4745 -1.9312 -6.2837 0.00 0.00 0.00
C 3.0361 -0.2768 -4.6949 0.00 -0.01 -0.01
C 2.6290 0.0481 -3.4108 0.00 0.00 0.02
H 5.8895 -3.4837 0.7082 -0.01 0.02 0.01
H 4.0028 -2.7233 -0.7031 0.01 0.02 0.00
H 3.2928 0.5151 2.0491 0.00 -0.02 -0.01
H 5.1913 -0.2760 3.4407 -0.01 -0.01 -0.02
H 4.4830 1.1516 -0.7441 -0.01 0.01 0.00
H 5.2670 3.4942 -0.8482 -0.01 -0.01 0.00
H 1.2381 4.8897 -0.6519 0.00 -0.01 0.00
H 0.4210 2.5323 -0.5634 0.03 0.01 0.02
H 2.1185 -3.0984 -2.2142 0.00 0.02 -0.02
H 2.8308 -3.6585 -4.4980 0.00 0.01 0.00
H 3.3035 0.4841 -5.4161 0.00 0.00 0.01
H 2.5709 1.0923 -3.1351 0.01 0.03 0.02
C -0.1695 3.6098 -3.8501 0.00 0.03 -0.01
C -1.3949 3.0366 -3.1711 -0.01 -0.07 -0.05
C -2.5256 2.7871 -4.1487 -0.01 0.04 -0.01
C -1.8434 3.8778 -1.9937 0.01 -0.01 0.04
O -0.9024 1.6937 -2.6629 -0.02 0.13 0.10
P -1.6525 0.6454 -1.8045 -0.10 -0.13 0.01
O -3.0995 0.8380 -1.5685 0.01 -0.03 -0.03
O -0.9272 0.5786 -0.3874 0.16 -0.24 -0.29
O -1.2272 -0.7654 -2.4004 -0.02 0.02 -0.06
C -1.5777 -1.3128 -3.7645 -0.05 0.04 0.07
C -3.0354 -1.0379 -4.0950 0.02 -0.02 0.01
C -1.3154 -2.7989 -3.6112 0.02 -0.03 -0.02
C -0.6426 -0.6988 -4.7853 0.04 0.03 0.04
H -0.4138 4.5854 -4.2721 0.00 -0.02 0.00
H 0.1585 2.9616 -4.6631 0.00 0.00 0.01
H 0.6489 3.7363 -3.1396 -0.03 -0.01 -0.04
H -2.9003 3.7464 -4.5079 0.03 0.00 -0.01
H -3.3541 2.2670 -3.6691 0.00 0.02 0.01
H -2.1809 2.2228 -5.0156 -0.01 -0.02 0.02
H -2.0972 4.8762 -2.3510 -0.02 -0.02 0.00
H -1.0348 3.9898 -1.2689 -0.01 0.02 0.01
H -2.7259 3.4559 -1.5111 0.03 -0.01 0.00
H -3.7167 -1.6171 -3.4703 0.00 0.04 0.03
H -3.2144 -1.3218 -5.1325 0.01 -0.04 0.01
H -3.2871 0.0156 -3.9929 0.01 -0.01 -0.04
H -2.0051 -3.2528 -2.8928 0.02 0.01 0.01
H -0.2796 -2.9760 -3.3113 -0.01 0.00 0.00
H -1.4725 -3.3031 -4.5644 -0.01 0.00 0.00
H -0.8656 0.3537 -4.9534 0.02 -0.02 0.03
H -0.7611 -1.2246 -5.7331 -0.01 0.01 0.00
H 0.3925 -0.7954 -4.4625 -0.03 -0.01 -0.03
C -0.0067 3.1908 4.8574 -0.03 -0.01 -0.04
N -1.3645 2.6598 4.7086 0.03 -0.02 -0.02
C -2.1589 3.5938 3.9044 0.01 0.01 0.00
N -1.5611 3.8658 2.5987 0.02 -0.04 -0.01
C -0.1926 4.3554 2.7835 -0.01 0.00 0.02
N 0.6398 3.4403 3.5704 0.00 -0.03 0.00
C 0.9433 2.2147 2.8614 0.03 0.04 0.02
P -0.6312 1.3110 2.4292 0.03 -0.20 -0.19
C -1.3675 1.3215 4.1539 0.00 0.02 0.05
C -1.6119 2.7148 1.7184 0.03 0.11 0.00
H 0.5968 2.4964 5.4447 0.00 0.00 0.00
H -0.0696 4.1329 5.4005 0.00 0.00 0.00
H -2.2325 4.5314 4.4542 0.00 0.00 0.00
H -3.1667 3.1970 3.7706 0.00 0.00 0.00
H -0.2371 5.3081 3.3096 -0.01 0.01 0.01
H 0.2711 4.5203 1.8104 0.01 -0.01 -0.01
H 1.5592 1.5689 3.4941 0.01 0.00 0.01
H 1.5011 2.4273 1.9488 -0.02 0.02 -0.02
H -0.7816 0.6653 4.8093 -0.02 -0.01 0.01
H -2.4008 0.9533 4.1382 0.01 0.02 -0.03
H -2.6459 2.4038 1.5478 -0.02 -0.02 0.05
H -1.1980 2.9678 0.7447 0.01 0.00 -0.05
```
Positions in Å, forces in eV/Å.

Löwdin atomic charge list, values in e, 6 entries:
1. W 1.44
2. C -0.13
3. C -0.17
4. N -0.20
5. C -0.14
6. C -0.17

Entry 3:
This record from OMol25 describes a 2-piece molecular cluster, C6H11F6NO4P overall in a non-equilibrium geometry. The level of theory is ωB97M-V with the def2-TZVPD basis set.

Net charge = -1
Lowest unoccupied orbital energy = 2.57 eV
Orbital gap = 10.14 eV

The geometry in XYZ format:
```
29
Properties=species:S:1:pos:R:3:forces:R:3
C 0.2662 1.5574 -3.5135 0.10 -0.55 0.63
C -0.0663 0.0923 -3.7070 1.20 1.89 2.54
O -0.3609 -0.3437 -4.7375 -1.04 -1.72 -3.67
O 0.0348 -0.6748 -2.5962 -0.20 -0.19 0.52
C -1.1758 -0.6089 -1.8185 -0.18 -0.79 0.13
C -0.9024 -0.8648 -0.3484 0.41 0.79 -0.31
C 0.3322 -0.1074 0.1453 -0.67 -1.22 0.50
N -0.0988 1.2654 0.4120 0.42 -0.35 -0.02
C 0.8759 2.2265 0.2927 -1.86 0.86 0.70
O 2.0055 2.0636 0.0430 2.82 -0.57 -1.05
O 0.4073 3.4941 0.4448 -0.59 0.19 0.46
H 0.9823 1.8601 -4.2602 0.07 0.13 -0.35
H 0.6972 1.7112 -2.5308 -0.04 0.22 0.14
H -0.6571 2.1067 -3.6276 -0.14 0.38 -0.05
H -1.6954 0.3334 -1.9794 0.19 0.34 0.02
H -1.8308 -1.3987 -2.1823 -0.20 0.00 -0.21
H -1.7410 -0.4252 0.1800 -0.38 -0.39 0.29
H -0.8519 -1.9237 -0.1350 0.13 -0.19 0.07
H 1.1176 -0.1659 -0.5868 0.21 0.49 -0.30
H 0.7013 -0.6299 1.0277 0.02 0.40 0.09
H -0.6008 1.3257 1.2896 -0.17 -0.01 -0.05
H -0.5277 3.4219 0.6812 0.04 0.26 -0.18
F 1.1265 -3.5054 4.2253 0.83 0.05 0.68
P 0.4415 -2.0451 3.9325 0.32 -0.47 0.61
F -0.4029 -1.1782 5.0439 -0.96 -0.41 0.24
F -0.3904 -1.1901 2.8155 -0.91 1.18 0.04
F -0.8583 -3.0501 3.9111 -0.79 0.20 -0.69
F 1.5362 -1.9200 2.7078 0.51 -0.80 -0.31
F 1.6360 -1.4264 4.8708 0.85 0.29 -0.49
```
Positions in Å, forces in eV/Å.

natural (NBO) atomic charge list, values in e, 6 entries:
1. C -0.74
2. C 0.82
3. O -0.55
4. O -0.56
5. C -0.07
6. C -0.42

Entry 4:
This record from OMol25 describes C11H24N2O11P2Re as an isolated structure in a non-equilibrium geometry. The level of theory is ωB97M-V with the def2-TZVPD basis set.

2S+1 = 2
Net charge = +2
Energy above the lowest of the compared OMol25 structures with the same formula, charge and spin = 0.285 eV
Lowest unoccupied orbital energy (spin up / spin down) = -8.35 / -7.92 eV
Orbital gap (spin up / spin down) = 6.83 / 6.99 eV

The geometry in XYZ format:
```
51
Properties=species:S:1:pos:R:3:forces:R:3
Re 0.5293 -0.4712 0.0651 1.26 0.45 0.87
C 3.3702 -0.9409 1.2352 0.11 -0.11 -0.23
C 3.7223 -0.6582 -0.2085 0.19 -0.07 0.27
O 2.4940 -0.6532 -0.9743 -0.93 0.03 0.50
C 2.4692 0.2168 -2.1204 -0.14 0.24 -0.28
C 2.1910 1.6356 -1.6687 0.28 -0.11 -0.14
O 1.0878 1.6017 -0.7506 -0.22 -0.92 0.10
C 0.9972 2.7846 0.0701 -0.16 0.29 0.32
C -0.0669 2.5454 1.1109 -0.15 0.23 -0.18
O 0.2274 1.3855 1.8815 0.10 -0.42 -0.70
C 1.2193 1.4984 2.8976 0.18 -0.09 0.15
C 1.9655 0.1808 2.9108 -0.24 0.24 0.17
O 2.3020 -0.0372 1.5329 -0.62 -0.33 -0.38
H 4.2302 -0.7403 1.8745 -0.01 0.04 0.01
H 3.0457 -1.9722 1.3729 -0.02 0.02 0.09
H 4.3822 -1.4299 -0.6031 -0.01 0.03 -0.08
H 4.2016 0.3174 -0.2892 -0.03 0.02 -0.07
H 1.6652 -0.1576 -2.7510 0.04 -0.05 0.02
H 3.4101 0.1639 -2.6673 0.03 -0.07 0.04
H 1.9461 2.2619 -2.5280 -0.05 0.02 0.03
H 3.0607 2.0646 -1.1642 -0.06 0.03 0.06
H 0.7199 3.6389 -0.5494 0.02 -0.07 -0.09
H 1.9747 2.9739 0.5229 0.03 -0.06 -0.07
H -1.0081 2.3245 0.6077 -0.03 0.06 0.07
H -0.1871 3.4301 1.7389 0.03 -0.03 0.05
H 0.7348 1.6632 3.8610 -0.03 0.08 -0.02
H 1.9076 2.3201 2.6896 -0.02 0.01 -0.03
H 1.3311 -0.6307 3.2720 0.06 -0.06 -0.04
H 2.8684 0.2500 3.5170 0.03 -0.02 -0.03
N -4.2854 0.3330 -0.7403 0.03 0.10 0.19
C -3.2776 -0.7795 -0.9304 0.51 -0.20 0.22
C -3.9218 -2.0099 -1.5442 -0.09 -0.01 -0.09
P -1.8764 -0.0177 -1.8528 -0.48 0.39 -0.40
O -2.3376 -0.3085 -3.3362 0.18 -0.11 -0.13
O -1.8406 1.4083 -1.4555 -0.03 -0.02 -0.06
O -0.5494 -0.8006 -1.6345 0.19 0.09 0.72
P -2.6574 -1.0834 0.8131 -0.07 0.42 0.03
O -2.2903 -2.6189 0.9200 -0.14 -0.15 0.00
O -3.7310 -0.6033 1.6966 -0.04 -0.05 -0.04
O -1.3118 -0.3363 0.8980 0.49 -0.50 -0.12
H -5.0775 0.2656 -1.3785 0.00 -0.03 -0.08
H -3.7950 1.2323 -0.8838 -0.08 -0.03 0.02
H -4.6049 0.2785 0.2513 0.00 -0.01 -0.10
H -4.2902 -1.7993 -2.5484 -0.01 0.00 0.01
H -4.7515 -2.3627 -0.9279 0.02 -0.02 0.02
H -3.1890 -2.8114 -1.6184 -0.01 0.00 -0.02
H -1.7991 0.0151 -4.0747 -0.09 -0.01 0.18
H -2.9660 -3.1536 1.3698 0.11 0.09 -0.07
O 0.5181 -4.6389 0.7836 0.04 0.11 -0.02
C 0.5746 -3.4921 0.6877 -0.29 -0.08 -0.01
N 0.6682 -2.2825 0.6197 0.10 0.63 -0.65
```
Positions in Å, forces in eV/Å.

natural (NBO) atomic charge list, values in e, 6 entries:
1. Re 1.83
2. C -0.09
3. C -0.09
4. O -0.52
5. C -0.10
6. C -0.10